Entry 1:
88
Properties=species:S:1:pos:R:3:forces:R:3 method="wB97M-V/def2-TZVPD" homo_lumo_gap_ev=8.623 max_force_ev_per_a=0.40 multiplicity=1 charge=+1 e_above_lowest_kj_mol=23.5 energy_ev=-165474.9038
Sn -0.62334 0.41286 0.30313 -0.310 -0.093 0.128
Ge -1.57953 3.72329 -1.60015 -0.032 0.148 0.045
S -0.67011 1.72848 -1.79496 0.269 0.133 0.128
S 1.88711 -0.13131 -0.18307 0.280 -0.284 -0.037
F -7.06887 2.94379 -4.04244 -0.075 -0.013 -0.032
F -1.51978 4.23994 3.74172 0.029 -0.018 0.027
F 2.54350 6.99030 -4.61501 0.060 0.042 -0.041
F 1.19876 4.99042 -5.83464 -0.017 -0.002 0.024
F 2.05647 7.59745 -2.03209 0.007 0.015 0.049
F -5.35741 4.62718 -5.27107 -0.002 0.030 0.007
F -3.91619 2.09810 -0.70579 0.075 -0.022 0.100
F -3.92477 7.39445 1.23524 0.015 -0.037 -0.011
F -6.35890 1.69114 -1.75385 -0.034 -0.055 0.050
F 0.22446 6.24777 -0.65356 -0.082 -0.056 0.153
F -3.16014 6.19052 -1.03018 0.054 -0.090 -0.009
F -0.72400 3.03847 1.50392 0.186 -0.120 0.001
F -2.94486 5.10707 -4.22088 0.037 -0.064 0.073
F -3.13278 6.41363 3.62710 -0.006 0.045 0.081
F -0.63717 3.58391 -4.46764 -0.046 0.033 0.078
N 2.51897 1.89412 1.35809 0.083 0.012 0.351
N -1.37178 -1.52433 -0.88834 0.237 0.196 -0.258
N 3.33564 -0.23634 2.02035 -0.038 0.256 0.042
N -2.26629 -3.62256 -2.03781 0.024 0.053 0.080
C -2.75650 5.81302 2.51179 -0.066 0.106 0.154
C -4.99287 4.01861 -4.14923 -0.030 0.076 -0.187
C -2.77182 5.65989 0.13776 0.050 -0.110 -0.117
C 6.41796 -1.03635 1.34590 0.012 0.018 0.061
C 1.61980 6.31837 -3.94792 0.143 0.145 -0.120
C -0.80832 -3.59590 -2.14620 -0.158 0.118 0.070
C -5.50876 2.52012 -2.35235 -0.079 -0.092 0.045
C 2.95366 4.32538 -0.69260 0.139 0.049 0.101
C 4.04607 -0.00502 3.29381 0.069 0.085 -0.256
C -4.25447 2.74944 -1.83525 0.155 0.045 -0.124
C 6.51178 -0.52553 2.78568 -0.078 0.010 -0.167
C 3.61398 4.82008 0.60053 -0.001 -0.137 -0.162
C -1.56394 4.08685 1.39195 -0.006 0.091 -0.069
C -2.82056 -2.43409 -2.68926 0.117 -0.057 0.214
C -5.87099 3.15708 -3.52282 -0.217 -0.015 -0.089
C 4.20224 3.71646 1.48239 -0.051 0.120 0.007
C 1.36141 6.63291 -2.63012 -0.072 0.164 -0.036
C 5.47047 0.53460 3.14926 -0.003 -0.142 -0.026
C 0.40324 5.91999 -1.93848 -0.248 -0.075 -0.223
C -0.24292 -2.32662 -1.45126 -0.264 -0.035 -0.050
C -0.01288 4.59585 -3.85286 -0.126 -0.052 0.128
C -2.29715 -1.14320 -2.00055 0.023 -0.362 0.068
C -3.74429 4.23349 -3.60112 0.102 0.080 0.160
C -0.31994 4.89544 -2.53190 0.001 -0.106 0.016
C 2.66140 0.58275 1.21981 -0.084 0.074 0.080
C 3.16434 2.89129 2.23710 -0.039 -0.113 -0.258
C -2.64750 -3.63364 -0.62405 0.091 0.110 -0.163
C -1.94108 4.70225 2.56694 0.063 -0.092 0.119
C -2.12237 -2.35534 0.09081 0.020 -0.114 -0.218
C -3.34037 3.59744 -2.43886 0.093 -0.027 -0.047
C 0.93056 5.29508 -4.56973 0.080 -0.058 -0.221
C -3.16636 6.30671 1.28809 -0.150 0.183 0.002
C -1.97845 4.51883 0.15274 -0.018 0.085 -0.169
H 5.52423 -1.64326 1.17391 0.068 0.049 -0.002
H 6.40506 -0.20501 0.63384 -0.019 -0.068 0.051
H 3.35012 -1.17686 1.66890 -0.059 -0.166 0.008
H -3.10956 -0.55839 -1.56976 -0.015 0.075 0.041
H -2.53319 -2.45309 -3.73983 -0.002 0.001 -0.013
H 7.49988 -0.09013 2.94018 0.021 -0.021 0.007
H -3.90733 -2.48739 -2.64084 -0.026 0.003 0.004
H 7.27847 -1.66217 1.10542 -0.055 0.013 0.007
H -0.41082 -4.49887 -1.68361 0.012 -0.006 0.004
H 4.86054 4.17110 2.22736 -0.026 -0.013 -0.012
H -1.75482 -0.50000 -2.68730 0.014 -0.023 -0.020
H 4.07756 -0.97348 3.78960 -0.045 -0.058 0.013
H -1.45343 -2.59468 0.91718 0.052 -0.011 0.037
H -0.53683 -3.61621 -3.20175 -0.006 0.013 0.012
H 2.01064 2.29872 0.58879 -0.055 0.070 -0.104
H -2.93931 -1.75185 0.48335 -0.037 0.065 0.040
H 6.42746 -1.36551 3.48218 0.055 0.040 0.014
H 3.57763 3.58132 -1.19781 -0.062 0.028 0.040
H 2.37603 3.54359 2.61188 -0.083 -0.018 0.051
H 2.81190 5.15645 -1.38593 0.069 -0.185 0.136
H 0.30479 -1.68894 -2.14679 -0.027 0.018 -0.016
H 5.74464 0.98776 4.10586 -0.030 0.010 -0.028
H 0.42737 -2.58067 -0.63375 0.032 -0.003 0.070
H 1.96277 3.88623 -0.52572 0.040 0.046 -0.052
H 4.42540 5.49969 0.33875 -0.008 0.028 -0.038
H 3.43738 0.63918 3.92028 -0.113 0.028 0.024
H -2.23706 -4.53144 -0.16218 0.004 0.004 -0.003
H 4.81981 3.04970 0.87218 0.046 0.009 0.054
H 5.48776 1.32796 2.39728 0.018 0.055 0.048
H 2.89498 5.40629 1.18034 0.042 0.034 0.007
H 3.60983 2.40324 3.08891 0.019 -0.113 0.070
H -3.73335 -3.69438 -0.55738 -0.004 0.013 0.000

=====

Entry 2:
79
Properties=species:S:1:pos:R:3:forces:R:3 method="wB97M-V/def2-TZVPD" homo_lumo_gap_ev="8.646 / 6.032" max_force_ev_per_a=0.83 multiplicity=4 e_above_lowest_kj_mol=0.0 energy_ev=-91338.7586
Pt 1.17726 0.02000 1.79475 -0.221 -0.043 0.108
S -2.07432 3.20261 -6.83570 -0.039 -0.012 -0.018
P -0.72327 -2.55358 1.84842 -0.217 -0.047 -0.200
P 4.27154 0.63611 1.35511 -0.009 -0.004 -0.040
F 2.98923 1.47032 0.69287 -0.016 -0.030 -0.102
F 4.98398 0.61921 -0.06346 0.011 -0.015 0.014
F 5.40747 -0.23015 2.04012 -0.025 0.008 0.015
F 4.94581 2.00845 1.77228 -0.021 0.000 0.010
F 3.39424 0.63182 2.76899 -0.056 0.049 -0.010
F 3.44843 -0.74748 0.96043 0.024 -0.058 0.020
O -4.33399 4.40324 -7.06597 0.032 -0.025 0.024
O 0.36040 -0.17959 4.61089 0.019 0.015 -0.010
O -0.20135 1.43862 2.75456 -0.118 0.060 0.069
N 0.83821 -0.94651 3.70306 0.370 0.183 -0.077
C -2.10685 -4.89535 1.34787 0.012 0.021 0.026
C 1.89580 -2.89465 2.82091 0.108 0.030 0.073
C -1.61836 -3.72652 0.76331 0.054 -0.053 -0.127
C 0.24584 2.95482 -3.53289 0.030 -0.014 0.001
C -0.37445 3.41738 -4.68431 0.028 0.036 -0.047
C -2.58685 -4.42183 -1.34181 0.011 -0.009 0.032
C -1.80897 -0.16148 0.67645 0.124 -0.144 -0.038
C 0.64486 1.16520 -1.80296 0.076 -0.001 0.131
C -3.89577 3.97738 -4.76054 -0.035 -0.079 -0.036
C 1.35621 -0.99353 -1.04822 -0.065 -0.080 0.184
C -1.49526 3.40569 3.11064 -0.016 0.073 0.048
C 3.14587 -3.51149 2.84548 0.059 0.020 -0.056
C -3.05408 -5.58596 -0.75049 0.006 0.000 -0.010
C -0.01379 1.67687 -3.05684 -0.101 -0.062 -0.015
C -1.86811 -3.50250 -0.58954 0.022 0.028 -0.018
C -2.80877 -5.82301 0.59552 -0.023 -0.025 -0.018
C 3.54803 -4.34351 1.81789 -0.017 -0.003 -0.026
C -1.27305 2.60854 -5.36858 -0.001 -0.041 0.104
C -3.59466 3.94896 -6.23593 -0.022 0.122 -0.059
C 1.00941 -3.15973 1.75613 0.037 -0.050 0.082
C -0.89995 0.86154 -3.75745 0.033 -0.002 -0.016
C 2.69247 -4.58568 0.75040 -0.004 0.034 0.049
C -1.52292 1.31887 -4.90518 -0.007 0.013 -0.018
C -0.28578 0.64858 -0.74920 -0.141 -0.066 0.026
C 0.85307 3.20723 4.01552 0.017 0.045 -0.025
C 1.54822 -0.05019 -1.97999 0.048 0.071 -0.034
C 0.27930 -0.56519 -0.14483 0.094 -0.099 -0.628
C 1.54738 -1.99624 3.92877 -0.267 -0.094 -0.066
C -1.56151 0.84719 -0.26550 0.084 0.046 -0.007
C 1.43411 -4.00697 0.73308 -0.030 -0.042 -0.036
C 0.46524 3.41182 1.55054 -0.064 0.048 -0.069
C -0.08731 2.89006 2.86192 0.134 -0.195 0.110
C -0.67906 -1.08512 0.75359 0.184 0.355 0.729
H 2.99834 -5.23759 -0.05732 -0.002 -0.001 -0.005
H -4.60051 4.78590 -4.58062 -0.010 -0.017 -0.007
H -3.00829 4.09339 -4.14623 0.040 0.025 0.006
H 1.25786 1.96432 -1.36228 -0.006 0.027 -0.065
H 3.81864 -3.30250 3.66792 -0.005 0.002 0.005
H 1.92423 -1.90478 -0.94382 0.014 0.014 -0.006
H -1.49487 -2.60272 -1.06561 -0.008 -0.003 -0.009
H 1.42458 2.95273 1.31393 0.024 0.001 0.040
H -1.09686 -0.14352 -3.40161 -0.012 0.005 0.009
H -0.12886 0.99304 3.66664 -0.067 0.031 -0.085
H -2.20694 0.67958 -5.44823 -0.007 0.008 -0.006
H -2.77541 -4.23093 -2.39045 0.000 0.001 -0.003
H -2.70632 -0.27552 1.26790 0.014 0.038 0.032
H -4.37027 3.03088 -4.49312 0.018 -0.008 0.029
H 1.84753 2.80089 3.82193 0.003 0.003 -0.012
H 2.29614 -0.09274 -2.75948 0.005 0.010 0.003
H 4.52941 -4.79800 1.84354 0.003 0.003 0.004
H -0.23226 3.22807 0.73039 -0.002 -0.029 0.019
H -0.16430 4.41197 -5.05608 -0.006 0.006 0.007
H -3.17671 -6.72814 1.06107 0.005 0.002 0.007
H -2.16080 3.07713 2.31165 0.007 0.000 -0.012
H 0.48378 2.77979 4.94905 -0.019 -0.008 -0.002
H 0.62039 4.48843 1.63108 -0.010 0.008 -0.026
H 0.75447 -4.23621 -0.07901 0.013 -0.005 -0.004
H -1.49963 4.49647 3.14166 0.002 0.000 0.008
H 0.93815 4.28711 4.14348 0.014 -0.002 0.002
H -3.61098 -6.30594 -1.33587 -0.002 -0.002 0.004
H 0.94568 3.59099 -3.00392 -0.013 0.012 0.002
H 1.84175 -2.20541 4.95233 -0.098 -0.085 0.005
H -2.24038 1.64255 -0.53277 -0.012 0.001 0.007
H -1.88334 3.03537 4.06047 0.010 -0.020 -0.002
H -1.93820 -5.07882 2.40320 0.009 0.015 0.004